# 1
ORCA calculation (ωB97M-V/def2-TZVPD) on H4N2 in the gas phase at a distorted geometry.

Molar mass: 32.0 g mol⁻¹
Net charge: 0
Largest force on an atom: 7.61 eV/Å
ΔE to the lowest compared entry with this formula, charge and spin: 21.70 kcal per mole
Structure (SMILES): NN
Electronic energy: -3043.0659 eV
Kohn-Sham gap: 9.26 eV

Last column: Löwdin charge in e.
Cartesian coordinates (Å):
N: 0.2113 -0.6032 0.2635  -0.17
N: -0.1703 0.6007 -0.2373  -0.17
H: 0.0278 -0.3820 1.2688  0.07
H: -0.5148 -1.4195 0.0636  0.12
H: -0.3296 0.5542 -1.3490  0.13
H: 0.5292 1.2649 -0.1670  0.02

Atomic forces in eV per Å
-0.31 -4.30 2.66
-4.35 1.80 -5.98
0.42 -1.28 -0.65
1.63 2.68 0.31
0.53 -0.09 3.27
2.08 1.18 0.39

---

# 2
ORCA calculation (ωB97M-V/def2-TZVPD) on C2H3N3O2 in the gas phase.

Molar mass: 101.1 g mol⁻¹
Net charge: 0
Largest force on an atom: 0.69 eV/Å
ΔE to the lowest compared entry with this formula, charge and spin: 24.35 kcal per mole
Structure (SMILES): Nc1noc(=O)[nH]1
Electronic energy: -10687.4009 eV
Kohn-Sham gap: 9.71 eV

Last column: Löwdin charge in e.
Cartesian coordinates (Å):
N: 0.2083 1.2289 -1.3436  0.14
C: -0.1997 0.4052 -0.3250  -0.46
N: -1.4413 0.2443 -0.0056  0.12
O: -1.4199 -0.6526 1.0854  0.04
C: -0.1549 -1.0645 1.3558  -0.52
O: 0.1583 -1.8727 2.1865  0.11
N: 0.6443 -0.3129 0.4800  0.20
H: 1.0980 1.0357 -1.7787  0.10
H: -0.5340 1.3895 -2.0123  0.11
H: 1.6410 -0.4009 0.3575  0.16

Atomic forces in eV per Å
-0.02 -0.02 -0.01
-0.30 -0.12 0.00
0.32 0.16 -0.21
0.16 -0.39 0.23
0.16 0.19 0.14
-0.03 0.46 -0.51
-0.10 -0.16 -0.07
-0.12 -0.10 0.11
0.13 0.11 0.09
-0.19 -0.14 0.23

---

# 3
ORCA calculation (ωB97M-V/def2-TZVPD) on a molecular structure, C22H36ClN2O7SZr.

Molar mass: 599.3 g mol⁻¹
Net charge: +3
Largest force on an atom: 0.47 eV/Å
Electronic energy: -65326.7557 eV
Kohn-Sham gap: 6.43 eV

Last column: Löwdin charge in e.
Cartesian coordinates (Å):
Zr: 0.3598 -0.1672 0.7063  2.05
C: -1.3951 2.0397 -0.6009  -0.11
C: -0.7205 2.8371 0.4859  -0.06
O: 0.4141 2.0465 0.9812  -0.28
C: 1.7447 2.6116 0.8192  -0.08
C: 2.2561 2.1595 -0.5222  -0.09
O: 1.9401 0.7449 -0.5824  -0.29
C: 2.4002 0.1159 -1.8177  -0.11
C: 2.0487 -1.3421 -1.7105  -0.11
O: 0.7297 -1.4035 -1.0924  -0.33
C: -0.0308 -2.6178 -1.3708  -0.10
C: -0.6668 -2.9906 -0.0559  -0.08
O: -1.1799 -1.7678 0.5477  -0.27
C: -2.5629 -1.3798 0.2493  -0.06
C: -2.5244 -0.1749 -0.6530  -0.10
O: -1.5507 0.7131 -0.0247  -0.28
H: -0.8092 1.9494 -1.5204  0.10
H: -2.3712 2.4596 -0.8458  0.16
H: -1.3743 2.9948 1.3414  0.16
H: -0.3602 3.7973 0.1210  0.16
H: 2.3430 2.2058 1.6353  0.15
H: 1.7092 3.6946 0.9182  0.16
H: 3.3349 2.2948 -0.6026  0.16
H: 1.7603 2.6559 -1.3594  0.15
H: 3.4779 0.2522 -1.9047  0.16
H: 1.8699 0.5878 -2.6455  0.08
H: 2.7367 -1.9012 -1.0752  0.15
H: 1.9985 -1.7825 -2.7049  0.15
H: 0.6460 -3.4026 -1.7064  0.16
H: -0.7360 -2.3703 -2.1653  0.11
H: 0.0729 -3.3694 0.6489  0.15
H: -1.4661 -3.7221 -0.1567  0.16
H: -3.0205 -1.1624 1.2124  0.15
H: -3.0805 -2.2160 -0.2168  0.16
H: -3.4959 0.3194 -0.6853  0.16
H: -2.1862 -0.3919 -1.6698  0.07
Cl: 3.0021 -3.3951 6.9017  0.79
C: 2.6177 -2.7312 5.3736  -0.64
C: 3.4708 -2.9576 4.2833  -0.01
C: 3.1984 -2.4415 3.0262  0.03
C: 2.0574 -1.6852 2.8349  -0.26
O: 1.7679 -1.1691 1.6206  -0.22
C: 1.1880 -1.4405 3.9248  -0.12
C: 0.0375 -0.6433 3.7728  -0.06
O: -0.3313 -0.0980 2.6891  -0.13
C: 1.4851 -1.9745 5.1985  0.00
H: 4.3632 -3.5508 4.4383  0.13
H: 3.8694 -2.6216 2.1975  0.14
H: -0.5935 -0.4604 4.6454  0.17
H: 0.8192 -1.7835 6.0311  0.14
C: -2.8352 -0.3564 -6.9489  -0.02
N: -1.7689 -0.6278 -5.9775  -0.20
C: -1.6554 -2.0263 -5.5888  -0.08
C: -1.1503 0.3479 -5.3008  -0.71
S: -0.5179 0.0583 -3.7185  0.70
N: -1.0274 1.5474 -5.8870  -0.20
C: -0.6734 2.7382 -5.1306  -0.08
C: -0.8629 1.6922 -7.3399  -0.02
H: -3.6808 -0.9990 -6.7055  0.10
H: -2.5225 -0.5704 -7.9702  0.10
H: -3.1579 0.6774 -6.8753  0.09
H: -1.8527 -2.6384 -6.4666  0.10
H: -2.3838 -2.2828 -4.8146  0.09
H: -0.6526 -2.2400 -5.2313  0.06
H: -1.1536 2.7223 -4.1565  0.05
H: -1.0274 3.6074 -5.6817  0.10
H: 0.4090 2.8201 -5.0021  0.09
H: -0.6823 0.7245 -7.7969  0.10
H: 0.0095 2.3205 -7.5163  0.10
H: -1.7290 2.1623 -7.8040  0.10

Atomic forces in eV per Å
0.27 -0.27 0.28
-0.04 0.09 -0.01
0.02 -0.01 0.08
-0.04 0.08 -0.09
0.01 -0.01 0.02
-0.01 0.00 0.00
0.14 0.08 -0.08
-0.05 -0.01 -0.01
0.02 -0.01 0.01
0.09 -0.12 -0.09
-0.02 0.02 0.00
0.03 0.00 0.01
-0.01 -0.02 -0.09
0.06 -0.04 0.08
-0.05 0.04 -0.02
-0.08 -0.02 -0.16
-0.01 0.01 -0.02
-0.03 -0.04 0.07
-0.01 -0.01 -0.01
0.01 -0.01 -0.02
0.00 0.00 0.00
-0.02 0.00 0.00
0.00 0.00 0.00
0.00 0.00 0.00
0.00 0.00 0.00
-0.01 0.01 -0.03
0.00 0.00 0.00
-0.03 0.02 -0.01
0.00 0.00 0.00
-0.01 0.00 -0.01
-0.01 -0.02 0.00
-0.03 0.03 -0.01
0.00 0.04 -0.01
0.01 0.00 -0.01
0.01 0.02 0.05
0.02 0.01 -0.02
-0.01 0.00 0.01
0.04 -0.02 -0.03
-0.03 0.00 0.05
-0.03 0.03 -0.06
0.07 -0.04 0.03
-0.11 0.03 -0.02
-0.01 0.03 -0.07
0.00 0.00 0.05
-0.15 0.08 -0.07
-0.04 0.02 0.01
0.00 0.00 -0.01
0.01 -0.01 0.02
0.00 0.01 -0.01
0.01 -0.01 0.01
-0.02 -0.01 0.01
0.00 -0.02 0.00
0.00 -0.01 0.00
0.00 -0.01 0.01
-0.03 0.02 0.16
0.03 0.02 -0.01
0.00 0.01 0.01
0.02 0.01 0.01
0.00 0.00 0.00
0.00 0.00 0.00
-0.01 -0.02 0.01
0.00 0.00 -0.01
0.01 0.01 0.00
0.00 0.01 0.00
0.00 -0.01 0.00
0.00 0.00 -0.01
0.00 0.00 0.00
0.01 0.01 0.00
0.00 0.00 0.00
0.01 0.00 0.00

---

# 4
ORCA calculation (ωB97M-V/def2-TZVPD) on C15H18O3 in the gas phase at a distorted geometry.

Molar mass: 246.3 g mol⁻¹
Net charge: 0
Largest force on an atom: 6.36 eV/Å
ΔE to the lowest compared entry with this formula, charge and spin: 86.59 kcal per mole
Structure (SMILES): CC1=CC(=O)C([C@@]2(C)CC(=O)CC2(C)C)=CC1=O
Electronic energy: -21986.2241 eV
Kohn-Sham gap: 7.39 eV

Last column: Löwdin charge in e.
Cartesian coordinates (Å):
C: 1.1570 -2.3617 4.3489  -0.02
C: 0.8171 -1.5189 3.1094  -0.17
C: 1.7858 -1.0314 2.3032  0.03
C: 1.5319 -0.5177 1.0287  -0.35
O: 2.4825 0.0319 0.4533  0.09
C: 0.2168 -0.5875 0.3244  0.04
C: -0.1625 -0.1510 -1.1378  -0.33
C: 0.7857 -0.7627 -2.1350  -0.06
C: -1.4435 -0.6447 -1.7961  -0.07
C: -1.8432 0.4874 -2.7160  -0.41
O: -2.7317 0.4999 -3.5023  0.11
C: -0.9566 1.7181 -2.7264  -0.03
C: -0.3618 1.4844 -1.2810  -0.42
C: 0.9766 2.2147 -1.1195  -0.05
C: -1.3347 2.0677 -0.2515  -0.03
C: -0.8305 -0.8453 1.3204  0.11
C: -0.5350 -1.3179 2.6753  -0.35
O: -1.5399 -1.6256 3.3441  0.10
H: 2.1637 -2.3139 4.7649  0.08
H: 0.3953 -2.1773 5.0888  0.07
H: 1.1115 -3.4748 3.9883  0.13
H: 2.8290 -0.9894 2.7189  0.16
H: 0.7414 -1.8613 -2.0956  0.11
H: 0.7044 -0.6398 -3.1760  0.09
H: 1.7658 -0.4979 -1.8991  0.06
H: -1.3162 -1.6038 -2.3521  0.14
H: -2.2926 -0.8395 -1.0973  0.13
H: -0.1474 1.6366 -3.4876  0.14
H: -1.4826 2.6756 -2.8086  0.13
H: 1.0726 3.3073 -1.2600  0.10
H: 1.7934 1.8187 -1.8143  0.11
H: 1.1834 2.0676 -0.1215  0.03
H: -2.1851 1.4807 0.0951  0.09
H: -1.6229 3.0500 -0.5192  0.08
H: -0.8897 2.1228 0.7160  0.07
H: -1.8381 -0.9012 1.0174  0.09

Atomic forces in eV per Å
-0.73 -1.52 -1.60
2.94 -0.59 0.68
0.22 -1.25 3.89
1.61 2.16 -4.24
-0.66 -0.44 0.23
-4.98 -0.39 3.56
-0.08 0.85 -0.20
1.60 -1.18 0.98
-1.98 -0.62 1.47
0.55 1.25 -1.81
-2.26 -1.29 -0.81
1.56 -1.57 2.51
1.09 0.86 -0.94
0.78 -0.08 -2.28
0.19 -1.41 0.71
4.71 0.62 -4.22
-3.61 -0.89 0.32
1.77 0.38 -0.25
-0.06 0.74 -0.27
-0.10 -0.29 0.44
-0.37 1.87 0.73
-1.03 -0.16 -1.00
-0.03 0.15 0.58
-0.91 1.10 -1.33
1.92 0.36 0.33
-0.18 0.86 0.34
0.38 0.31 -0.45
-0.66 -0.01 0.42
-0.03 -0.50 -0.10
-1.04 -0.31 -0.20
-1.07 0.12 1.16
1.45 -0.37 2.14
-0.56 -0.25 -1.08
-0.47 0.93 -0.37
1.10 0.41 0.73
-1.09 0.15 -0.06

---

largest force on an atom of number 3 (C22H36ClN2O7SZr)?
0.47 eV/Å

---

Among the records above, which one has the lowest Kohn-Sham gap?
C22H36ClN2O7SZr